(1)
The following is a quantum chemistry calculation of an isolated molecule of C19H20ClN3O4S in a non-equilibrium geometry, from OMol25.

total charge = 0
energy above the lowest of the compared OMol25 structures with the same formula, charge and spin = 0.071 eV
E = -56041.825 eV
gap between HOMO and LUMO = 8.16 eV
spin multiplicity = 1
largest force on an atom = 6.5 eV Å⁻¹
E_HOMO = -8.1 eV
lowest unoccupied orbital energy = 0.11 eV
SMILES string = Cc1ccc(Cl)cc1N1CCN(S(=O)(=O)c2ccc3c(c2)oc(=O)n3C)CC1

Cartesian coordinates (Å):
1 O 4.48223 -1.32307 4.70055
2 O -2.78902 1.00862 2.87319
3 O -2.15012 2.87350 1.85728
4 Cl 2.45545 0.84438 -3.66026
5 O 2.29543 -1.25757 3.82798
6 C 3.48742 -0.72641 4.24050
7 C 1.18138 -1.41402 -4.56046
8 C 1.85024 2.28196 3.19761
9 C -0.07570 0.12761 -3.23215
10 C 0.04496 -2.29882 -4.65153
11 C 0.62868 2.31222 2.57716
12 C 0.38906 -0.09994 2.84217
13 C 1.11116 -0.19541 -3.83432
14 C 1.61687 -0.17311 3.46086
15 C 2.34329 1.05651 3.61747
16 C -1.03987 -0.81564 -3.11801
17 C -1.09426 -1.97586 -3.94390
18 C -0.17082 1.19502 2.40048
19 N 3.57361 0.60840 4.14932
20 N -2.09109 -0.51436 -2.30337
21 N -2.17004 0.66679 0.29125
22 C -2.23562 -2.90308 -3.98398
23 C 4.57348 1.35858 4.89360
24 C -2.37731 -1.40894 -1.13807
25 C -2.53709 0.87258 -2.07827
26 C -1.78882 -0.70634 0.04527
27 C -1.89076 1.60550 -0.87010
28 S -1.85949 1.43421 1.86068
29 H 2.02680 -1.75221 -5.03532
30 H 2.45319 3.17497 3.09149
31 H 0.00944 1.14681 -2.79289
32 H 0.08357 -3.28212 -5.17831
33 H 0.32961 3.29976 2.21000
34 H -0.20348 -1.01477 2.75700
35 H -2.98366 -2.89218 -3.17096
36 H -2.64531 -2.77796 -4.98062
37 H -1.84579 -3.91922 -3.77221
38 H 4.21183 1.45691 5.89158
39 H 5.57462 0.97199 4.86236
40 H 4.76070 2.37913 4.52923
41 H -2.29101 -2.47978 -1.19904
42 H -3.47660 -1.47090 -1.00231
43 H -3.62093 1.00293 -1.95634
44 H -2.30330 1.35902 -3.00185
45 H -2.05830 -1.29502 0.91759
46 H -0.67207 -0.71696 0.00500
47 H -0.83924 1.71885 -0.91021
48 H -2.27334 2.65745 -0.72517

Cartesian forces (eV/Å) of the 3 atoms listed first:
O -3.13 -0.09 -1.19
O 0.66 -3.38 -0.13
O 2.20 -0.58 -2.71

These are the natural (NBO) partial charges, in e, on atoms 1 to 4: -0.613, -0.911, -0.925, 0.020

---

(2)
The following is a quantum chemistry calculation of an isolated molecule of C19H20ClNO5S in a non-equilibrium geometry, from OMol25.

total charge = 0
energy above the lowest of the compared OMol25 structures with the same formula, charge and spin = 1.331 eV
E = -55112.400 eV
gap between HOMO and LUMO = 9.56 eV
spin multiplicity = 1
largest force on an atom = 1.1 eV Å⁻¹
E_HOMO = -9.0 eV
lowest unoccupied orbital energy = 0.56 eV
SMILES string = O=S(=O)(c1ccc2c(c1)OCCO2)N1CCC(O)(c2ccc(Cl)cc2)CC1

Cartesian coordinates (Å):
1 O -3.98722 -0.06605 1.77628
2 S -3.44690 0.01085 0.45338
3 O -4.31334 0.32343 -0.64322
4 N -2.75784 -1.47150 0.13020
5 C -2.43635 -1.77724 -1.24431
6 C -0.94330 -1.63600 -1.52773
7 H -0.63557 -0.61029 -1.33048
8 H -0.73917 -1.84540 -2.57979
9 C -0.11498 -2.62370 -0.67156
10 C 1.23009 -2.02248 -0.29527
11 C 1.31997 -0.76931 0.30108
12 C 2.54543 -0.23114 0.64816
13 C 3.70230 -0.94935 0.39442
14 C 3.63569 -2.20194 -0.19117
15 C 2.40268 -2.73068 -0.52760
16 H 2.34212 -3.70394 -0.98544
17 H 4.53930 -2.75887 -0.38270
18 Cl 5.23720 -0.27188 0.81284
19 H 2.60047 0.74018 1.11510
20 H 0.43530 -0.18845 0.50626
21 C -0.90547 -3.02232 0.60450
22 H -0.20230 -3.31480 1.38536
23 C -1.81850 -1.92676 1.13892
24 H -1.21681 -1.08681 1.50589
25 H -2.40091 -2.30491 1.98429
26 H -1.51294 -3.89831 0.36537
27 O 0.14806 -3.79566 -1.42564
28 H -0.69284 -4.16255 -1.72027
29 H -3.02510 -1.09317 -1.85598
30 H -2.77588 -2.79733 -1.46400
31 C -2.07333 1.16590 0.47613
32 C -1.58979 1.65749 -0.71909
33 C -0.44390 2.44380 -0.72724
34 C 0.22117 2.70372 0.48158
35 C -0.31556 2.24415 1.68051
36 C -1.46407 1.47436 1.67974
37 H -1.90137 1.10981 2.59479
38 H 0.19783 2.48820 2.59640
39 O 1.39669 3.39464 0.52302
40 C 2.01361 3.54260 -0.73945
41 C 0.97654 3.94795 -1.78422
42 H 0.49476 4.88472 -1.47412
43 O 0.00537 2.93130 -1.92049
44 H 1.42983 4.07522 -2.76772
45 H 2.47940 2.59382 -1.03889
46 H 2.78087 4.30818 -0.61969
47 H -2.10550 1.45344 -1.64278

Cartesian forces (eV/Å) of the 3 atoms listed first:
O 0.36 0.02 0.17
S 0.01 -0.28 -0.05
O 0.26 0.10 -0.22

These are the natural (NBO) partial charges, in e, on atoms 1 to 4: -0.936, 2.338, -0.939, -0.676

---

(3)
The following is a quantum chemistry calculation of a structure of composition C19H20F6N4O2PtSbSe in a non-equilibrium geometry, from OMol25.

total charge = +2
energy above the lowest of the compared OMol25 structures with the same formula, charge and spin = 0.471 eV
E = -121499.747 eV
gap between HOMO and LUMO (spin up / spin down) = 7.97 / 5.30 eV
spin multiplicity = 6
largest force on an atom = 2.0 eV Å⁻¹
E_HOMO (spin up / spin down) = -15.5 / -15.2 eV
lowest unoccupied orbital energy (spin up / spin down) = -7.53 / -9.91 eV

Cartesian coordinates (Å):
1 Pt 0.22294 0.07776 0.68237
2 C -2.93452 3.49817 0.46206
3 C -1.80512 2.58210 0.75923
4 N -1.67010 1.41222 0.19762
5 N -2.48819 0.90534 -0.65987
6 C -1.98284 -0.17423 -1.31479
7 O -0.77414 -0.51367 -1.15974
8 C -2.87775 -0.84134 -2.22744
9 C -2.48927 -2.05567 -2.82417
10 C -3.31609 -2.65072 -3.74654
11 C -4.53478 -2.04860 -4.08265
12 C -4.93885 -0.86012 -3.47112
13 C -4.12775 -0.25559 -2.54148
14 C -0.72941 2.92028 1.67551
15 C -0.71067 4.09908 2.40897
16 C 0.35081 4.34941 3.26804
17 C 1.36497 3.41399 3.37139
18 C 1.29377 2.25996 2.59708
19 N 0.28379 2.03230 1.76867
20 H -3.59667 3.05080 -0.27254
21 H -2.56189 4.44860 0.07435
22 H -3.50066 3.71185 1.37145
23 H -1.54736 -2.50741 -2.55523
24 H -3.01416 -3.57402 -4.22013
25 H -5.17361 -2.50998 -4.82412
26 H -5.88401 -0.40733 -3.73530
27 H -4.42946 0.66088 -2.05792
28 H -1.51967 4.80887 2.31137
29 H 0.38442 5.26560 3.84150
30 H 2.19962 3.55718 4.04223
31 H 2.06415 1.49930 2.63951
32 Se -0.58572 -3.95917 2.78023
33 C -0.31918 -2.25668 2.49723
34 N -0.04617 -1.12276 2.36107
35 F 1.47964 -1.53847 -0.37454
36 Sb 1.06450 -3.40764 -0.96104
37 F 0.49601 -5.12908 -1.36357
38 F -0.70428 -3.02102 -0.29891
39 F 0.73764 -2.67069 -2.64922
40 F 1.42392 -3.82178 0.91125
41 F 2.92003 -3.48736 -1.18887
42 C 4.42851 -0.33452 -0.48583
43 C 4.80518 -1.08228 0.80070
44 C 3.49671 -1.08225 1.57856
45 O 2.75691 0.07542 1.14476
46 C 3.41672 0.68393 0.01401
47 H 3.95541 -1.02299 -1.18553
48 H 5.28000 0.13776 -0.96848
49 H 5.58173 -0.55577 1.35706
50 H 5.15499 -2.09148 0.60006
51 H 3.60286 -1.04427 2.66431
52 H 2.92419 -1.98476 1.35103
53 H 3.90807 1.59675 0.36791
54 H 2.66485 0.96414 -0.73048

Cartesian forces (eV/Å) of the 3 atoms listed first:
Pt 0.57 0.60 -1.47
C -0.05 -0.09 -0.06
C -0.49 0.33 -0.08

These are the natural (NBO) partial charges, in e, on atoms 1 to 4: 1.590, -0.707, 0.388, -0.261